Molecular formula: C11H16NOS
Method: DFT, ωB97M-V/def2-TZVPD

Results
**Molar mass**: 210.32 g mol⁻¹
**HOMO**: -13.03 eV
**Charge**: +1
**HOMO-LUMO gap**: 9.626 eV
**Calculated total energy**: -26030.7389 eV
**Relative energy (zero: lowest compared OMol25 entry of this formula, charge and spin)**: 129.5 kJ/mol

Each line ends with the Löwdin charge.
Positions of all 30 atoms, in Å:
S1 -0.4164 0.6393 3.0799  0.90
C1 -0.8788 0.4707 1.4194  -0.48
C2 -0.6145 1.6007 0.4004  -0.24
C3 0.5753 2.3521 0.3571  -0.06
C4 0.6373 3.4070 -0.5433  -0.05
C5 -0.3323 3.5432 -1.5527  -0.05
C6 -1.4727 2.7851 -1.4858  -0.13
C7 -1.6442 1.8175 -0.6003  -0.07
N1 -0.0537 -1.0381 0.7733  -0.09
C8 1.4490 -0.8997 0.7568  -0.07
C9 1.9827 -2.1653 0.0159  -0.11
O1 1.3530 -2.2435 -1.2752  -0.07
C10 0.0333 -2.4851 -1.1910  -0.26
C11 -0.6186 -1.3735 -0.5122  -0.16
H1 0.1242 1.8262 2.8373  -0.10
H2 -1.8368 0.0053 1.3120  0.08
H3 1.3924 2.1045 1.0429  0.12
H4 1.4879 4.0703 -0.5816  0.11
H5 -0.3529 4.3212 -2.4119  0.15
H6 -2.3754 2.9449 -2.1689  0.15
H7 -2.6245 1.1760 -0.5447  0.16
H8 -0.2719 -1.7840 1.4323  0.16
H9 1.7657 -0.7917 1.7700  0.11
H10 1.5774 -0.0330 0.0381  0.15
H11 3.0013 -1.9456 -0.2521  0.13
H12 1.9837 -3.0642 0.5763  0.12
H13 -0.3057 -3.4291 -0.7310  0.15
H14 -0.4059 -2.5771 -2.1594  0.14
H15 -0.6606 -0.3659 -1.1243  0.17
H16 -1.6139 -1.7504 -0.2364  0.15

---

Molecular formula: C11H16O8PZn
Method: DFT, ωB97M-V/def2-TZVPD

Results
**Molar mass**: 372.60 g mol⁻¹
**HOMO**: -11.35 eV
**Charge**: +1
**HOMO-LUMO gap**: 6.805 eV
**Calculated total energy**: -85740.8355 eV
**Relative energy (zero: lowest compared OMol25 entry of this formula, charge and spin)**: 265.5 kJ/mol

Each line ends with the Löwdin charge.
Positions of all 37 atoms, in Å:
O1 1.6010 1.8924 -4.7730  0.05
C1 1.4152 1.3737 -3.7724  0.01
Zn1 -0.0511 0.1665 -0.4594  0.29
O2 -1.6009 2.2242 -2.6195  0.16
C2 -1.1630 1.4389 -1.9314  0.00
C3 -1.3804 0.2310 0.9097  -0.02
O3 -2.3136 0.1561 1.5716  0.22
C4 1.5256 -1.2721 0.4543  -0.16
O4 2.1673 -1.9804 1.1250  0.09
C5 -1.0037 -1.9864 -1.4525  0.04
O5 -1.3502 -2.9387 -2.0023  0.12
H1 1.2396 -0.5441 -1.0041  -0.06
C6 1.3546 -0.9059 4.4745  -0.10
C7 -0.0260 -0.6005 3.8640  -0.25
O6 -0.1072 0.7351 3.2025  -0.40
P1 1.2464 1.2889 2.1808  1.06
O7 1.6000 2.6024 3.0770  -0.35
C8 2.5951 2.4605 4.1226  -0.24
C9 1.8233 2.4981 5.4479  -0.07
O8 1.0465 2.3091 0.6498  -0.44
C10 1.0218 3.8057 0.3667  -0.23
C11 -0.3702 4.2898 0.5790  -0.08
H2 2.2008 -0.8536 3.7711  0.06
H3 1.3325 -1.9471 4.8286  0.09
H4 1.6187 -0.2774 5.3306  0.07
H5 -0.1998 -1.3430 3.0690  0.09
H6 -0.7694 -0.7903 4.6760  0.13
H7 3.1266 1.5150 3.9819  0.10
H8 3.1767 3.3701 3.9105  0.13
H9 0.9298 1.8545 5.4463  0.07
H10 2.4274 2.2162 6.2878  0.07
H11 1.5764 3.5384 5.6420  0.08
H12 1.7935 4.3251 0.9370  0.11
H13 1.2890 4.0008 -0.6928  0.12
H14 -0.6623 4.0475 1.5926  0.08
H15 -0.4687 5.3517 0.4185  0.09
H16 -1.0462 3.7752 -0.0921  0.05

---

Molecular formula: C11H16S
Method: DFT, ωB97M-V/def2-TZVPD

Results
**Molar mass**: 180.32 g mol⁻¹
**HOMO (spin up / spin down)**: -6.73 / -6.74 eV
**HOMO-LUMO gap (spin up / spin down)**: 4.719 / 4.724 eV
**Calculated total energy**: -22499.2893 eV
**Relative energy (zero: lowest compared OMol25 entry of this formula, charge and spin)**: 263.0 kJ/mol

Each line ends with the Löwdin charge.
Positions of all 28 atoms, in Å:
C1 3.8626 0.4049 0.3005  -0.05
C2 3.4037 0.4151 -1.0089  -0.07
C3 2.9478 0.3371 1.3443  -0.06
C4 2.0560 0.3386 -1.2771  -0.01
C5 1.5974 0.2873 1.0896  -0.01
C6 1.1008 0.2717 -0.2354  -0.21
C7 -2.4268 1.4287 -0.0994  -0.06
C8 -1.9027 -0.6528 1.2048  -0.07
C9 -0.7754 -0.1963 -1.8558  -0.06
C10 -1.3030 0.5846 0.5132  -0.38
C11 -0.2862 0.1942 -0.5084  -0.12
S1 0.2403 -3.0892 0.0153  0.08
H1 4.9206 0.4472 0.5102  0.11
H2 4.1082 0.4794 -1.8255  0.11
H3 3.3031 0.3210 2.3638  0.11
H4 1.7264 0.3709 -2.3036  0.11
H5 0.9140 0.1973 1.9180  0.12
H6 -3.1035 1.7543 0.6860  0.09
H7 -3.0004 0.8604 -0.8258  0.08
H8 -2.0154 2.3087 -0.5906  0.09
H9 -1.1152 -1.3106 1.5570  0.01
H10 -2.5254 -1.2162 0.5141  0.08
H11 -2.5122 -0.3418 2.0488  0.08
H12 -0.0510 -0.8078 -2.3857  0.08
H13 -0.9909 0.6915 -2.4561  0.11
H14 -1.6993 -0.7638 -1.7671  0.09
H15 -0.8173 1.1919 1.2817  0.13
H16 1.5124 -3.1044 -0.3606  -0.39

---

Molecular formula: C11H17BMgN6
Method: DFT, ωB97M-V/def2-TZVPD

Results
**Molar mass**: 268.42 g mol⁻¹
**HOMO (spin up / spin down)**: -8.64 / -8.35 eV
**HOMO-LUMO gap (spin up / spin down)**: 7.050 / 6.813 eV
**Calculated total energy**: -26742.1894 eV

Each line ends with the Löwdin charge.
Positions of all 36 atoms, in Å:
H1 0.7638 3.2603 1.6149  0.11
N1 0.3383 1.7173 0.2424  -0.02
B1 -0.0381 0.2964 -1.8204  -0.49
N2 0.3385 1.6283 -1.1128  -0.03
C1 0.6991 2.8234 -1.6483  -0.07
Mg1 -0.2011 -0.0469 1.3927  0.29
H2 0.7564 2.9471 -2.7292  0.12
C2 0.9405 3.7161 -0.6040  -0.06
H3 1.2474 4.7582 -0.6797  0.09
C3 0.6989 2.9696 0.5666  -0.13
H4 0.0240 0.4286 -3.0208  0.12
C4 -0.7203 -1.7487 2.4430  -0.11
H5 -0.6957 -1.5923 3.5332  0.01
H6 -0.0196 -2.5624 2.1824  0.02
H7 -1.7394 -2.0583 2.1490  0.01
N3 -1.4790 -0.0998 -1.3964  -0.03
N4 0.9451 -0.8102 -1.3493  -0.02
N5 -1.7838 -0.2928 -0.0876  -0.01
N6 1.0505 -1.1234 -0.0326  0.00
C5 -2.5893 -0.2856 -2.1564  -0.07
C6 1.8059 -1.5737 -2.0710  -0.06
H8 -2.5408 -0.1721 -3.2390  0.12
H9 1.8651 -1.4634 -3.1533  0.12
C7 -3.6492 -0.6106 -1.3100  -0.06
C8 2.4919 -2.4105 -1.1907  -0.06
C9 -3.0893 -0.6001 -0.0169  -0.13
C10 1.9802 -2.0857 0.0816  -0.13
H10 -4.6805 -0.8221 -1.5891  0.09
H11 3.2551 -3.1477 -1.4349  0.09
H12 -3.5510 -0.7919 0.9517  0.11
H13 2.2304 -2.4863 1.0641  0.11
H14 -1.0893 0.7382 2.4171  0.04
C11 1.3981 0.3242 2.8198  -0.05
H15 1.7539 -0.6293 3.2606  0.03
H16 1.0392 0.9927 3.6290  0.02
H17 2.2436 0.8121 2.2926  0.04

---

Molecular formula: C11H17BO
Method: DFT, ωB97M-V/def2-TZVPD

Results
**Molar mass**: 176.07 g mol⁻¹
**HOMO**: -8.27 eV
**HOMO-LUMO gap**: 8.833 eV
**Calculated total energy**: -14401.0814 eV
**Relative energy (zero: lowest compared OMol25 entry of this formula, charge and spin)**: 216.9 kJ/mol

Each line ends with the Löwdin charge.
Positions of all 30 atoms, in Å:
B1 0.2989 -0.6366 1.5210  -0.34
C1 2.2611 -0.8963 -0.0731  0.07
C2 1.1567 -0.7257 -0.7721  -0.03
C3 1.6943 -0.8418 4.0901  -0.10
C4 0.7772 -0.1320 3.3978  -0.05
C5 1.0777 -1.5042 0.6322  -0.11
C6 0.1454 0.2619 -1.3050  -0.46
C7 -1.0423 0.2379 -0.3333  -0.49
C8 0.7879 1.6472 -1.3720  -0.03
C9 -0.2701 -0.0008 -2.7632  -0.05
C10 -1.8453 -1.0423 -0.4159  -0.02
C11 -1.9756 1.4824 -0.4995  0.01
O1 -0.5205 0.3226 1.0200  0.06
H1 3.3167 -1.1236 -0.0374  0.11
H2 1.9741 -0.6165 5.1610  0.05
H3 2.3021 -1.7060 3.8444  0.03
H4 0.5838 0.9111 3.6791  0.05
H5 0.8652 -2.6272 0.5535  0.14
H6 0.1568 2.3759 -1.6729  0.04
H7 1.6117 1.4960 -2.0719  0.11
H8 0.9184 1.8910 -0.3336  0.10
H9 -1.2760 -0.5443 -2.7038  0.08
H10 0.4961 -0.6748 -3.3617  0.12
H11 -0.4529 0.9546 -3.4477  0.12
H12 -1.4161 -1.9624 -0.7532  0.08
H13 -2.7119 -0.8591 -1.1667  0.11
H14 -2.2905 -1.1114 0.6655  0.14
H15 -2.3701 1.6406 -1.5386  0.11
H16 -1.4263 2.3925 0.0163  0.14
H17 -2.8267 1.3913 0.0405  0.03

---

Molecular formula: C11H17Cl2N2O3
Method: DFT, ωB97M-V/def2-TZVPD

Results
**Molar mass**: 296.17 g mol⁻¹
**HOMO**: -0.52 eV
**Charge**: -1
**HOMO-LUMO gap**: 2.031 eV
**Calculated total energy**: -45846.1607 eV
**Relative energy (zero: lowest compared OMol25 entry of this formula, charge and spin)**: 230.2 kJ/mol

Each line ends with the Löwdin charge.
Positions of all 35 atoms, in Å:
C1 -0.7791 -2.8740 -0.7579  -0.11
C2 -1.4764 -1.6091 -1.4551  -0.34
C3 -0.2944 -0.8395 -2.1983  -0.08
C4 -2.1884 -0.6638 -0.3747  -0.07
C5 -1.0307 0.0083 0.4283  -0.22
N1 -0.2968 1.1544 0.1889  0.16
C6 0.6516 1.2176 1.2629  -0.22
C7 1.7081 2.3592 1.3301  -0.60
Cl1 2.5465 2.3432 -0.3265  0.58
C8 2.8471 2.1287 2.3921  -0.70
C9 2.3261 1.9326 3.8801  -0.13
Cl2 3.9100 3.6373 2.4016  0.54
C10 0.4176 0.0755 2.1098  0.00
N2 -0.6550 -0.6883 1.5761  0.13
H1 0.2323 -2.5656 -0.3459  0.06
H2 -0.5697 -3.6818 -1.5162  0.09
H3 -1.4184 -3.2835 0.0819  0.06
H4 -2.2094 -2.0249 -2.2033  0.13
H5 -0.0171 -1.3351 -3.1669  0.09
H6 -0.6291 0.2292 -2.3226  0.08
H7 0.6468 -0.8383 -1.5643  0.06
H8 -2.8506 -1.2793 0.3062  0.12
H9 -2.7775 0.1109 -0.9331  0.13
H10 -0.4534 1.7711 -0.6044  0.16
H11 1.2455 3.3793 1.4170  0.11
H12 3.4780 1.2642 2.0397  0.11
H13 2.9028 2.5378 4.6261  0.07
H14 2.4592 0.8313 4.1127  0.07
H15 1.2212 2.1193 3.9186  0.08
H16 1.0054 -0.1452 3.0259  0.11
H17 -1.0110 -1.5586 1.9554  0.15
C11 -2.1987 -0.9025 -4.8479  -1.06
O1 -1.1897 -0.2616 -5.2429  -0.16
O2 -2.1882 -2.1564 -4.5325  -0.20
O3 -3.3645 -0.3925 -4.6606  -0.19

---

Molecular formula: C11H17F4INO5
Method: DFT, ωB97M-V/def2-TZVPD

Results
**Molar mass**: 446.15 g mol⁻¹
**HOMO**: -3.62 eV
**Charge**: -1
**HOMO-LUMO gap**: 5.739 eV
**Calculated total energy**: -42382.4249 eV

Each line ends with the Löwdin charge.
Positions of all 39 atoms, in Å:
C1 -1.1155 -0.6489 -1.0404  -0.15
C2 -2.2449 0.0058 -1.8509  -0.72
I1 -4.1088 -0.0577 -0.7640  0.84
C3 -1.9393 1.4053 -2.3969  -0.20
C4 -2.1992 2.5907 -1.4903  -0.42
N1 -1.8273 3.7994 -2.1393  0.09
O1 -1.4694 2.3067 -0.2399  0.01
C5 -0.9537 3.3441 0.4352  -0.48
O2 -1.5925 4.2983 0.8026  0.13
C6 0.5219 3.1990 0.7655  0.03
C7 1.3359 2.6908 -0.3742  -0.46
O3 1.8523 1.6357 -0.4650  0.18
F1 1.4580 3.6021 -1.3636  0.10
H1 -0.3061 0.0521 -0.8692  0.05
H2 -1.4499 -0.9533 -0.0538  0.05
H3 -0.7310 -1.5243 -1.5524  0.08
H4 -2.4423 -0.6224 -2.7119  0.06
H5 -0.8706 1.4197 -2.6307  0.13
H6 -2.4734 1.5652 -3.3286  0.12
H7 -3.2579 2.6626 -1.2583  0.10
H8 -0.8488 3.8611 -2.3791  0.08
H9 -2.1499 4.6274 -1.6646  0.08
H10 0.6578 2.4896 1.5778  0.15
H11 0.8602 4.1826 1.0780  0.14
C8 1.8599 -1.5144 0.7203  -0.09
C9 2.9690 -2.4414 1.2021  -0.30
O4 2.7010 -3.1450 2.3849  -0.13
C10 1.8787 -4.3718 2.2675  -0.55
O5 2.1826 -5.1625 1.2957  -0.16
C11 0.3568 -4.0070 2.2565  -0.54
F2 0.0285 -2.9368 3.0428  0.08
F3 -0.3557 -5.0445 2.7573  0.09
F4 -0.1793 -3.7532 1.0458  0.10
H12 1.4280 -0.9640 1.5591  0.08
H13 2.2498 -0.8026 -0.0076  0.05
H14 1.0631 -2.0709 0.2351  0.05
H15 3.8449 -1.8237 1.4367  0.10
H16 3.2716 -3.1313 0.4061  0.11
H17 1.9953 -4.7624 3.3118  0.13

---

Molecular formula: C11H17FeN5OS
Method: DFT, ωB97M-V/def2-TZVPD

Results
**Molar mass**: 323.20 g mol⁻¹
**HOMO (spin up / spin down)**: -11.05 / -11.56 eV
**Multiplicity**: 6
**Charge**: +1
**HOMO-LUMO gap (spin up / spin down)**: 7.775 / 6.077 eV
**<S²>**: 8.79
**Calculated total energy**: -66398.4088 eV
**Relative energy (zero: lowest compared OMol25 entry of this formula, charge and spin)**: 0.0 kJ/mol

Each line ends with the Löwdin charge.
Positions of all 36 atoms, in Å:
Fe1 0.1099 -0.2574 0.8661  0.67
N1 -3.9217 -1.4024 -0.2627  0.13
C1 -2.8132 -0.8043 0.1534  -0.81
S1 -1.9755 -1.3958 1.5194  0.69
N2 -2.5134 0.3221 -0.5724  0.03
N3 -1.3946 0.8838 -0.1787  -0.10
C2 -1.2508 2.1500 -0.5742  -0.03
C3 -0.2929 3.0200 -0.0583  -0.13
C4 -0.2923 4.3660 -0.5536  -0.03
C5 0.4840 5.3228 0.0034  -0.06
C6 1.3010 4.9924 1.1236  -0.03
C7 1.3374 3.7341 1.6398  0.00
C8 0.5699 2.6836 1.0642  -0.32
O1 0.6714 1.5018 1.5415  -0.14
H1 -4.2907 -2.1868 0.2474  0.11
H2 -4.4587 -0.9896 -1.0103  0.12
H3 -1.9942 2.5399 -1.2658  0.14
H4 -0.9421 4.6051 -1.3865  0.12
H5 0.4749 6.3328 -0.3807  0.11
H6 1.9062 5.7667 1.5784  0.12
H7 1.9550 3.4877 2.4928  0.12
N4 1.8990 0.2084 -0.4894  -0.02
C9 2.7250 -0.7349 -1.2733  -0.23
C10 2.9656 -2.0162 -0.4933  -0.19
C11 1.7240 -2.8883 -0.3791  -0.23
N5 0.7709 -2.3827 0.6379  -0.07
H8 1.6488 1.0055 -1.0677  0.09
H9 2.4675 0.5991 0.2584  0.09
H10 3.6764 -0.2786 -1.5540  0.12
H11 2.1892 -0.9606 -2.1965  0.12
H12 3.3382 -1.7720 0.5088  0.12
H13 3.7586 -2.5846 -0.9804  0.12
H14 2.0038 -3.9187 -0.1554  0.12
H15 1.1973 -2.8997 -1.3349  0.12
H16 1.1158 -2.6216 1.5661  0.10
H17 -0.1141 -2.8739 0.5572  0.03